Below is C22H7Cl8F5GeO2RuS as an isolated structure, with properties calculated with ωB97M-V/def2-TZVPD.

LUMO energy in eV: -2.60
HOMO-LUMO gap in eV: 6.0

The geometry in XYZ format:
```
47
Properties=species:S:1:pos:R:3:lowdin_charge:R:1
Ru 2.652 0.868 1.143 0.98
Cl 5.180 1.152 2.138 0.73
C 5.097 -0.422 1.412 -0.68
C 3.864 -0.703 0.847 -0.31
C 3.708 -1.920 0.185 -0.68
Cl 2.243 -2.330 -0.601 0.75
C 4.773 -2.828 0.155 -0.70
Cl 4.591 -4.341 -0.636 0.70
C 5.994 -2.516 0.759 -0.69
Cl 7.290 -3.633 0.714 0.72
C 6.173 -1.286 1.396 -0.71
Cl 7.657 -0.857 2.133 0.72
C -7.813 -3.059 -0.556 -0.08
C -6.402 -2.655 -0.209 -0.75
O -5.815 -3.029 0.767 0.04
S -5.718 -1.551 -1.442 1.03
C -4.103 -1.152 -0.834 -0.51
C -3.860 -0.762 0.480 -0.07
C -2.581 -0.402 0.860 -0.01
C -1.534 -0.415 -0.066 -0.24
C -1.791 -0.795 -1.386 -0.02
C -3.067 -1.164 -1.765 -0.10
C -0.216 -0.037 0.323 -0.09
C 0.919 0.268 0.642 -0.26
H -8.141 -3.815 0.152 0.09
H -7.863 -3.448 -1.572 0.08
H -8.467 -2.189 -0.497 0.08
H -4.661 -0.743 1.202 0.11
H -2.382 -0.098 1.879 0.12
H -0.982 -0.800 -2.105 0.12
H -3.263 -1.470 -2.784 0.10
Cl 3.040 2.296 4.605 0.11
Ge 1.679 1.226 3.331 -0.36
Cl -0.049 2.463 3.154 0.17
Cl 1.143 -0.575 4.344 0.14
F -0.767 4.245 -3.339 0.14
C 0.128 3.828 -2.448 -0.13
C 0.919 2.726 -2.723 -0.14
F 0.777 2.078 -3.879 0.13
C 1.850 2.302 -1.796 -0.16
F 2.600 1.228 -2.052 0.11
C 1.997 2.951 -0.576 -0.25
O 2.903 2.550 0.343 -0.22
C 1.197 4.061 -0.315 -0.15
F 1.321 4.698 0.844 0.12
C 0.271 4.499 -1.244 -0.13
F -0.490 5.559 -0.984 0.14
```

Below is a 2-piece molecular cluster, CClN3O3 overall, with properties calculated with ωB97M-V/def2-TZVPD.

LUMO energy (alpha / beta) in eV: -2.43 / -2.46
HOMO-LUMO gap (alpha / beta) in eV: 7.9 / 8.0
SMILES: O=[N+]([O-])Cl.N#CN=O

The geometry in XYZ format:
```
8
Properties=species:S:1:pos:R:3:lowdin_charge:R:1
C 2.082 -0.273 0.547 -0.32
N 2.946 -1.028 0.388 0.21
N 1.206 0.639 0.477 -0.09
N -1.859 -0.139 -0.475 -0.67
O -2.707 0.557 -0.880 0.08
O -1.715 -0.872 0.381 0.11
O 0.428 1.209 1.229 0.07
Cl -0.382 -0.093 -1.668 0.60
```

Below is C5H5NO as an isolated structure, with properties calculated with ωB97M-V/def2-TZVPD.

LUMO energy (alpha / beta) in eV: -0.26 / -0.26
HOMO-LUMO gap (alpha / beta) in eV: 8.2 / 8.2

The geometry in XYZ format:
```
12
Properties=species:S:1:pos:R:3:lowdin_charge:R:1
O -0.825 1.135 2.462 0.14
C -0.382 0.702 1.465 -0.16
C -0.041 -0.579 0.820 -0.19
C -0.750 -0.863 -0.486 -0.06
C 0.621 -0.326 -0.545 -0.25
C 0.751 1.085 -0.987 -0.36
N 1.076 1.566 -2.014 0.15
H 0.212 1.718 0.173 0.17
H 0.347 -1.393 1.433 0.15
H -1.567 -0.196 -0.744 0.13
H -0.904 -1.905 -0.737 0.12
H 1.461 -0.943 -0.839 0.15
```

Below is one molecule with the formula C3H6N2O, with properties calculated with ωB97M-V/def2-TZVPD.

LUMO energy in eV: 0.74
HOMO-LUMO gap in eV: 10.5
SMILES: NN1CCC1=O

The geometry in XYZ format:
```
12
Properties=species:S:1:pos:R:3:lowdin_charge:R:1
C -0.188 1.458 0.112 -0.12
C 1.301 0.900 -0.004 -0.07
C 0.622 -0.518 -0.074 -0.43
H -2.636 -0.091 -0.537 0.11
H -2.131 -0.519 1.107 0.13
H -0.452 2.363 -0.567 0.12
H -0.352 1.677 1.286 0.14
H 1.971 1.086 0.850 0.11
H 1.770 1.132 -0.931 0.09
N -1.843 -0.559 0.040 0.02
N -0.606 0.071 -0.330 -0.16
O 1.069 -1.659 0.078 0.06
```

Below is one molecule with the formula C4H7NO2, with properties calculated with ωB97M-V/def2-TZVPD.

LUMO energy in eV: 0.79
HOMO-LUMO gap in eV: 10.3
SMILES: [H]/N=C(\C)OCC=O

The geometry in XYZ format:
```
14
Properties=species:S:1:pos:R:3:lowdin_charge:R:1
C 2.029 -0.614 0.489 0.01
C 0.634 -0.313 0.062 -0.50
N -0.057 -0.958 -0.783 0.16
O 0.101 0.746 0.710 -0.03
C -1.317 0.791 0.552 -0.14
C -1.739 0.796 -0.904 -0.29
O -2.880 0.568 -1.227 0.04
H 2.014 -0.857 1.553 0.09
H 2.410 -1.460 -0.090 0.08
H 2.650 0.264 0.323 0.09
H 0.505 -1.703 -1.174 0.08
H -1.754 -0.067 1.076 0.14
H -1.643 1.715 1.031 0.14
H -0.954 1.092 -1.619 0.12
```

Below is one molecule with the formula C16H12FN3O2, with properties calculated with ωB97M-V/def2-TZVPD.

LUMO energy in eV: -1.03
HOMO-LUMO gap in eV: 8.0
SMILES: CN1C(=O)CN=C(c2ccccc2F)c2cc(N=O)ccc21

The geometry in XYZ format:
```
34
Properties=species:S:1:pos:R:3:lowdin_charge:R:1
O 3.924 1.730 1.522 0.01
O -1.795 -3.848 -0.609 0.05
F 0.631 2.173 -1.455 0.07
N 3.974 0.568 1.159 -0.02
N -1.849 -0.615 0.713 0.14
C -1.152 -2.903 -0.151 -0.43
C -0.834 0.116 0.361 -0.19
C -1.601 4.235 0.513 -0.09
C -2.401 3.315 1.151 -0.08
C -0.572 3.807 -0.240 -0.03
C 3.129 -1.410 0.003 0.03
C -2.206 1.979 0.947 -0.02
C 1.564 0.332 0.683 0.05
C 2.048 -2.128 -0.428 0.01
C -0.345 2.476 -0.553 -0.18
C 2.871 -0.132 0.590 -0.20
C -1.147 1.518 0.143 -0.08
C 0.539 -0.392 0.164 -0.11
C 0.774 -1.590 -0.379 -0.19
N -0.239 -2.359 -1.007 -0.07
C -1.524 -2.070 1.078 -0.08
C -0.083 -2.681 -2.443 -0.01
H -1.698 5.281 0.580 0.10
H -3.290 3.724 1.706 0.13
H 0.098 4.533 -0.762 0.14
H 4.128 -1.815 -0.025 0.12
H -2.862 1.292 1.451 0.11
H 1.418 1.221 1.222 0.12
H 2.178 -3.021 -0.992 0.12
H -0.927 -2.390 2.022 0.16
H -2.466 -2.542 1.394 0.11
H 0.298 -3.756 -2.475 0.10
H -1.170 -2.680 -2.935 0.14
H 0.588 -1.966 -2.949 0.09
```

Respective total energy values: -210722.12798 -24163.53027 -8799.10050 -8233.79308 -9845.79543 -28065.35058 eV.
Respective F_max values: 0.4 4.7 2.1 3.3 0.8 3.9 eV/Å.